Entry 1:
Here is C27H43ClFeN4O6 as an isolated structure from the OMol25 dataset. Energies are from ωB97M-V with the def2-TZVPD basis set.

The geometry in ORCA input format:
```
! RIJCOSX wB97M-V def2-TZVPD def2/J DEFGRID3
* xyz 1 2
Fe -0.33341 -0.11520 0.08450
C -2.45098 1.41730 2.82674
C -2.05789 -0.03935 2.59828
C -3.16706 -0.87970 1.91652
C -3.95665 -0.54543 0.62172
C -4.77487 0.73786 0.67590
C -4.85766 -1.75351 0.36599
N -2.98140 -0.41222 -0.52788
C -3.44963 -0.44185 -1.95348
C -3.15404 0.85452 -2.71982
N -1.81031 1.38290 -2.62723
C -1.55868 2.69643 -2.04677
C -0.70175 2.50199 -0.80174
O 0.40525 3.00352 -0.66784
O -1.23007 1.67060 0.04233
C -0.70708 0.65343 -3.09481
C 0.31488 1.48184 -3.85143
C 1.14575 -0.77091 -2.16754
C 2.84060 0.23907 -0.29134
C 3.00547 -2.38751 0.02125
C 3.69176 1.50589 -0.21457
N 1.57766 0.50477 0.49448
C 1.68206 0.61191 1.97306
C 0.29028 0.74324 2.58996
N -0.66169 -0.25505 2.04292
C -0.25428 -1.65245 2.32353
C -0.64807 -2.60503 1.18968
O -0.79256 -3.78208 1.39643
O -0.78979 -2.01267 0.02386
H -3.48526 1.43557 3.17019
H -2.36167 2.02814 1.93370
H -1.85367 1.86966 3.61539
H -2.01113 -0.48889 3.59846
H -3.95511 -0.93269 2.67281
H -2.82187 -1.91108 1.82131
H -5.45918 0.70561 1.52329
H -5.38178 0.83947 -0.22612
H -4.14901 1.62144 0.77346
H -5.47069 -1.93245 1.24835
H -4.27050 -2.65446 0.17976
H -5.53886 -1.59460 -0.46774
H -2.46984 0.49378 -0.38499
H -2.28831 -1.18653 -0.41159
H -4.51927 -0.62666 -1.98478
H -2.95797 -1.29166 -2.42549
H -3.82995 1.63660 -2.37459
H -3.42269 0.65505 -3.76344
H -2.50754 3.14358 -1.75138
H -1.06795 3.37396 -2.74442
H -1.05788 -0.18870 -3.69822
H 0.78997 2.21572 -3.20244
H -0.19326 1.99922 -4.66539
H 1.09569 0.86118 -4.28146
H 1.23688 -1.00025 -3.22887
H 1.02520 -1.69817 -1.61336
H 2.86963 -2.68581 -1.01561
H 2.03085 -2.36771 0.51275
H 3.60421 -3.16617 0.49124
H 4.47216 1.49454 -0.96659
H 4.15567 1.58991 0.76764
H 3.07059 2.38648 -0.39044
H 1.32794 1.45492 0.18475
H 2.26923 1.48606 2.26571
H 2.19294 -0.25261 2.36711
H -0.10670 1.72292 2.34086
H 0.36288 0.66350 3.68060
H -0.66475 -2.01981 3.26668
H 0.83121 -1.70524 2.40085
Cl 8.07995 0.07321 1.33324
C 6.49617 -0.41212 0.90082
C 5.51917 -0.61248 1.89836
C 4.25258 -0.94700 1.56210
C 3.74889 -1.04555 0.14325
C 4.93554 -1.07753 -0.79709
C 6.19513 -0.74833 -0.43683
C 2.41931 0.00603 -1.77017
O 3.11696 0.41866 -2.66152
O -0.02568 0.00404 -1.91081
H 5.81683 -0.57126 2.93806
H 3.59897 -1.29178 2.35022
H 4.74776 -1.36375 -1.82223
H 6.99232 -0.75825 -1.16809
*
```

Results
**Highest occupied orbital energy (alpha / beta)**: -9.462 / -11.707 eV
**<S²>**: 0.79
**Calculated total energy**: -93845.6448 eV
**LUMO energy (alpha / beta)**: -0.0734 / -0.1103 Eh

=====

Entry 2:
Here is a 2-piece molecular cluster, C4H7O3 overall in a non-equilibrium geometry from the OMol25 dataset. Energies are from ωB97M-V with the def2-TZVPD basis set.

The geometry in ORCA input format:
```
! RIJCOSX wB97M-V def2-TZVPD def2/J DEFGRID3
* xyz 1 1
C 0.88663 -2.65036 -0.77501
C 0.94787 0.31978 0.57481
C -1.41504 0.84063 0.10913
C 0.02386 1.07314 -0.12401
O 1.76176 -0.00479 1.27176
O 0.55010 2.28194 0.48963
O 0.11567 -1.70151 -0.79381
H 1.78971 -2.85613 -0.12582
H 0.74952 -3.53687 -1.32567
H -1.89274 0.23932 -0.66727
H -1.64241 0.52245 1.13824
H -1.99520 1.73720 0.09859
H 0.18016 1.15452 -1.16686
H -0.05989 2.58068 1.29630
*
```

Results
**Highest occupied orbital energy**: -14.901 eV
**Calculated total energy**: -10393.7313 eV
**ΔE to the lowest compared entry with this formula, charge and spin**: 185.46 kJ/mol
**LUMO energy**: -0.1792 Eh

=====

Entry 3:
Here is C6H7FO in the gas phase in a non-equilibrium geometry from the OMol25 dataset. Energies are from ωB97M-V with the def2-TZVPD basis set.

The geometry in ORCA input format:
```
! RIJCOSX wB97M-V def2-TZVPD def2/J DEFGRID3
* xyz 0 1
C -0.43012 1.42437 3.04274
C -0.28683 0.79818 2.04592
C 0.89067 -0.95183 0.44373
C -0.27783 -0.25266 1.13943
C 0.55495 0.20447 -0.41796
C -0.09572 0.09967 -1.80002
O -0.41062 -1.22041 -2.12390
F 1.29132 1.28866 -0.35759
H -0.96756 2.25096 3.52282
H 1.82341 -0.83510 0.85113
H 0.67517 -1.96165 0.08574
H -1.24950 -0.76948 1.06459
H 0.58090 0.51158 -2.60428
H -1.03404 0.72705 -1.98329
H -1.06421 -1.31381 -2.90906
*
```

Results
**Highest occupied orbital energy**: -8.294 eV
**Calculated total energy**: -11095.6889 eV
**ΔE to the lowest compared entry with this formula, charge and spin**: 418.93 kJ/mol
**SMILES**: C#C[C@@H]1C[C@@]1(F)CO
**LUMO energy**: 0.0218 Eh

=====

Entry 4:
Here is a 3-piece molecular cluster, C35H52F5N3O7S overall in a non-equilibrium geometry from the OMol25 dataset. Energies are from ωB97M-V with the def2-TZVPD basis set.

The geometry in ORCA input format:
```
! RIJCOSX wB97M-V def2-TZVPD def2/J DEFGRID3
* xyz 0 1
C 7.32017 -3.61035 0.73956
O 8.52990 -3.08659 0.22829
C 8.36500 -2.57994 -1.11394
C 9.51962 -1.61186 -1.39117
C 9.20641 -0.53961 -2.47055
C 8.68195 0.77203 -1.79646
C 7.34290 1.31838 -2.35197
C 6.23045 0.26004 -2.61798
C 4.93504 0.43848 -1.82470
C 3.74303 0.52579 -2.55154
C 2.56334 0.63980 -1.87555
C 2.54591 0.67199 -0.47726
C 3.68582 0.60961 0.26107
C 4.89677 0.48154 -0.43693
S 6.36580 0.34153 0.58908
C 1.09430 0.76727 0.00529
O 0.70059 0.97378 1.12239
N 0.36866 0.52590 -1.19029
C -0.77711 -0.33305 -1.18982
F -1.58695 -0.04300 -2.24979
F -1.55661 -0.13892 -0.09432
C -0.47105 -1.82062 -1.26948
C -1.54327 -2.70497 -1.28669
C -1.33583 -4.05677 -1.37178
C -0.05973 -4.59730 -1.46417
C 0.99957 -3.71964 -1.43970
C 2.43550 -4.20800 -1.54146
F 3.13578 -3.31032 -2.29042
F 3.04262 -4.28712 -0.35245
F 2.52939 -5.37251 -2.19459
C 0.78806 -2.35917 -1.33014
C 1.12441 0.71332 -2.37845
O 0.75312 0.88956 -3.50842
H 6.86589 -2.96194 1.50639
H 7.55834 -4.55558 1.25382
H 6.58805 -3.86340 -0.04084
H 7.36696 -2.11920 -1.14959
H 8.37867 -3.47079 -1.76566
H 10.36918 -2.22698 -1.72683
H 9.82464 -1.18515 -0.42847
H 8.52809 -0.93939 -3.23305
H 10.16714 -0.31518 -2.95162
H 9.43762 1.54678 -2.00147
H 8.69274 0.62315 -0.71664
H 7.54451 1.91367 -3.25059
H 6.92879 2.03122 -1.61982
H 6.55501 -0.77900 -2.49437
H 5.94548 0.36305 -3.67522
H 3.74124 0.47368 -3.63914
H 3.68255 0.63785 1.34698
H 6.00264 -0.65891 1.42338
H -2.57683 -2.37087 -1.21605
H -2.18366 -4.73820 -1.36469
H 0.12919 -5.66456 -1.54263
H 1.67463 -1.72824 -1.29331
C -4.28833 7.37164 -0.18800
O -3.37659 6.58524 -0.93225
C -2.24831 6.15146 -0.17936
C -2.28439 4.64932 0.02997
N -3.35413 4.26958 0.94571
C -3.60053 2.82957 1.00346
C -4.10838 2.15530 -0.27318
O -5.41239 2.55998 -0.65609
C -5.47010 3.73336 -1.44819
H -5.03069 7.76525 -0.88124
H -4.80654 6.77248 0.56793
H -3.78168 8.21262 0.29437
H -2.16877 6.68096 0.77457
H -1.36107 6.39811 -0.77001
H -1.32537 4.32160 0.44205
H -2.41269 4.18318 -0.95582
H -4.20986 4.72737 0.66093
H -4.34897 2.67215 1.78573
H -2.68731 2.32668 1.33842
H -4.18187 1.08406 -0.06389
H -3.40518 2.25020 -1.10813
H -4.59105 3.84512 -2.08718
H -5.59699 4.62147 -0.82358
H -6.35206 3.65884 -2.08591
C -4.98956 -4.36330 2.73994
O -4.44049 -3.21505 3.35781
C -3.98720 -2.23017 2.43395
C -4.85352 -0.98681 2.50114
N -6.18376 -1.23799 1.95926
C -7.14104 -0.16128 2.21223
C -7.51532 0.12697 3.66498
O -8.24233 -0.91500 4.29393
C -7.44939 -1.93416 4.87630
H -5.17229 -5.10415 3.51737
H -5.94227 -4.13549 2.25052
H -4.29416 -4.78886 2.00978
H -3.93707 -2.62195 1.41314
H -2.97061 -1.96062 2.73507
H -4.37755 -0.18655 1.92683
H -4.90269 -0.67423 3.55237
H -6.54889 -2.08959 2.36514
H -8.05766 -0.42681 1.67950
H -6.76497 0.75783 1.75058
H -8.18668 0.99018 3.65595
H -6.65188 0.42224 4.27235
H -6.49400 -1.55493 5.24670
H -7.28159 -2.75121 4.16960
H -8.00641 -2.34588 5.71910
*
```

Results
**Highest occupied orbital energy**: -8.519 eV
**Calculated total energy**: -80361.4329 eV
**ΔE to the lowest compared entry with this formula, charge and spin**: 0.00 kJ/mol
**SMILES**: COCCCCCCc1cc2c(cc1S)C(=O)N(C(F)(F)c1cccc(C(F)(F)F)c1)C2=O.COCCNCCOC.COCCNCCOC
**LUMO energy**: -0.0280 Eh

=====

Entry 5:
Here is a 9-piece molecular cluster, C30H46ClN2O14 overall in a non-equilibrium geometry from the OMol25 dataset. Energies are from ωB97M-V with the def2-TZVPD basis set.

The geometry in ORCA input format:
```
! RIJCOSX wB97M-V def2-TZVPD def2/J DEFGRID3
* xyz -1 1
Cl 0.79964 -0.07523 0.18273
O 1.44787 0.85656 1.06838
O -0.56064 -0.35750 0.58631
O 0.85525 0.40226 -1.17207
O 1.51824 -1.33297 0.21164
O 0.17412 -2.70273 -7.16148
C 0.08001 -1.69427 -6.51243
O 0.95145 -1.40842 -5.54063
C 0.74909 -0.05731 -5.05020
C -0.27570 0.58319 -6.01512
C -0.96463 -0.63102 -6.62140
H 1.72049 0.43758 -5.10930
H 0.53054 -0.03018 -3.98248
H 0.13563 1.22285 -6.79295
H -0.94028 1.18615 -5.39526
H -1.46662 -0.59169 -7.58813
H -1.85976 -0.91451 -6.05163
O -5.91260 -4.38679 2.16193
C -5.21705 -3.43136 2.36170
O -5.80855 -2.23303 2.71770
C -4.87101 -1.19131 2.43530
C -3.64186 -1.82016 1.73116
C -3.75093 -3.27500 2.21002
H -4.46576 -0.75855 3.35882
H -5.31910 -0.35991 1.89470
H -2.71800 -1.35213 2.05490
H -3.83044 -1.69127 0.66540
H -3.20879 -3.43921 3.14462
H -3.35787 -4.04742 1.55111
O -0.00792 5.50422 -0.75487
C -0.28040 5.17069 0.36094
O -1.33471 5.65644 1.03546
C -1.42217 5.02190 2.33673
C -0.35414 3.93362 2.42348
C 0.53832 4.25439 1.24358
H -2.44585 4.70716 2.53348
H -1.26769 5.81911 3.07071
H -0.91079 2.99629 2.41662
H 0.17821 3.95891 3.37325
H 0.83301 3.32464 0.75268
H 1.50340 4.70343 1.47901
O 4.58104 6.78904 -0.22322
C 4.33065 5.61779 -0.34792
O 4.24855 4.78118 0.70720
C 3.76505 3.46717 0.25581
C 3.34590 3.57569 -1.18958
C 3.80162 4.97768 -1.61420
H 2.91668 3.40737 0.92603
H 4.62754 2.83836 0.46544
H 2.27412 3.41848 -1.31962
H 3.76882 2.83386 -1.86797
H 3.11392 5.59076 -2.18841
H 4.69032 4.95860 -2.25902
N 3.32342 -3.75929 3.11934
C 4.17241 -4.54187 3.89424
C 5.45154 -4.30010 3.42316
C 5.34609 -3.35864 2.37304
C 4.05314 -2.96404 2.27410
H 2.39836 -3.50111 3.41630
H 3.70236 -5.17760 4.62284
H 6.32975 -4.75917 3.84928
H 6.18224 -2.95327 1.82384
H 3.61850 -2.17797 1.67828
N 1.17229 -1.44900 3.50450
C 1.88170 -1.63907 4.65617
C 1.12530 -2.36404 5.55900
C -0.02237 -2.73461 4.82747
C 0.01257 -2.18235 3.57307
H 1.34990 -0.73505 2.81462
H 2.88067 -1.27281 4.82972
H 1.27230 -2.67445 6.57826
H -0.87486 -3.33166 5.12694
H -0.75574 -2.21432 2.82208
C -2.22820 1.02629 -2.37499
C -3.46278 1.86727 -2.21073
O -3.85990 2.63856 -3.04583
C -4.18806 1.72652 -0.88095
H -1.77632 0.60973 -1.47841
H -1.44489 1.52117 -2.96053
H -2.38304 0.23050 -3.10916
H -3.60438 1.31226 -0.06116
H -5.06463 1.08677 -1.04827
H -4.69516 2.62985 -0.53571
C -1.90194 -2.43560 -3.26400
C -1.50744 -3.47005 -2.23025
O -2.31733 -4.28502 -1.83952
C -0.09213 -3.46083 -1.72857
H -1.41661 -2.72470 -4.19653
H -1.58471 -1.46069 -2.90954
H -2.99051 -2.45897 -3.28033
H 0.53760 -4.25368 -2.12822
H -0.30415 -3.73791 -0.69117
H 0.37883 -2.48447 -1.75133
*
```

Results
**Highest occupied orbital energy**: -6.224 eV
**Calculated total energy**: -76018.5558 eV
**LUMO energy**: 0.0774 Eh

=====

> The highest calculated total energy belongs to which entry?

C4H7O3

=====

> Which value of calculated total energy does entry 3 give?

-11095.6889 eV

=====

> Which value of calculated total energy does entry 5 give?

-76018.5558 eV